(a)
The following is a quantum chemistry calculation of 2 unconnected molecules or ions with the total composition C5H11O2, from OMol25.

Computed properties:
HOMO level = -3.95 eV
orbital gap = 7.612 eV

Structure (ORCA input):
```
! wB97M-V def2-TZVPD RIJCOSX def2/J DEFGRID3
* xyz -1 1
C 0.738 1.271 -0.452
C 1.167 2.447 -1.358
C 0.135 1.705 0.885
H -0.025 0.697 -0.962
H 1.586 0.626 -0.256
H 1.155 2.149 -2.408
H 2.174 2.797 -1.161
H -0.434 0.859 1.267
H 0.854 1.986 1.654
H 0.448 3.269 -1.261
H -0.635 2.468 0.737
C -0.986 -3.172 -0.139
C -1.115 -2.528 1.274
O -0.843 -1.305 1.320
O -1.369 -3.309 2.218
H -0.267 -2.590 -0.700
H -1.955 -3.185 -0.654
H -0.627 -4.184 -0.004
*
```



(b)
The following is a quantum chemistry calculation of 2 unconnected molecules or ions with the total composition C5H11O2, from OMol25.

Computed properties:
HOMO level = -2.81 eV
orbital gap = 6.519 eV

Structure (ORCA input):
```
! wB97M-V def2-TZVPD RIJCOSX def2/J DEFGRID3
* xyz -1 1
C -0.078 -1.196 -0.165
O 0.135 -2.265 -0.936
C -0.713 0.021 -0.880
C -1.100 1.088 0.187
C 0.087 1.854 0.736
C 0.137 3.192 0.719
H -0.522 -1.386 0.843
H 0.910 -0.722 0.192
H -1.652 -0.182 -1.406
H -0.012 0.394 -1.627
H -1.722 1.836 -0.296
H -1.548 0.515 1.001
H 1.028 1.326 0.851
H -0.767 3.743 0.953
H 1.072 3.691 0.493
H 1.917 -4.325 -0.813
H 1.234 -3.328 0.061
O 1.594 -4.256 0.088
*
```



Q: Which of them is the least stable? A: (b).



(a)
The following is a quantum chemistry calculation of a gas-phase ion, C2H6N3O2 (charge -1), from OMol25.

Computed properties:
HOMO level = -2.98 eV
orbital gap = 7.349 eV
SMILES string = C[N-][N+](=O)[N-]OC

Structure (ORCA input):
```
! wB97M-V def2-TZVPD RIJCOSX def2/J DEFGRID3
* xyz -1 1
C -2.189 0.040 -1.307
N -1.617 -0.366 -0.031
N -0.267 -0.466 -0.068
O 0.548 -0.254 -1.041
N 0.223 -0.882 1.067
O 1.660 -0.937 1.069
C 2.130 0.392 1.289
H -1.416 0.474 -1.955
H -3.003 0.865 -1.102
H -2.690 -0.751 -1.850
H 1.746 0.503 2.213
H 1.676 1.128 0.511
H 3.199 0.254 1.208
*
```



(b)
The following is a quantum chemistry calculation of 2 unconnected molecules or ions with the total composition C2H6N3O2, from OMol25.

Computed properties:
HOMO level = -3.89 eV
orbital gap = 8.162 eV

Structure (ORCA input):
```
! wB97M-V def2-TZVPD RIJCOSX def2/J DEFGRID3
* xyz -1 1
C -0.281 1.356 0.157
C 0.960 1.038 0.583
N 1.941 0.803 -0.319
N -0.438 -1.534 -0.786
N 2.899 0.012 0.062
O 3.075 -0.433 1.215
O 3.588 -0.477 -0.846
H -1.060 1.538 0.932
H -0.870 -1.110 -1.609
H -0.504 1.633 -0.855
H 1.257 0.804 1.660
H 0.507 -1.843 -1.056
H -0.299 -0.687 -0.211
*
```



Q: Which of them is the least stable? A: (a).